[1]
{
  "formula": "C13H28ClIN3O2P2Ru",
  "method": "wB97M-V/def2-TZVPD",
  "energy_ev": -64265.23824,
  "spin_multiplicity": 6,
  "max_force_ev_per_a": 3.7,
  "homo_energy_ev": [-13.5, -15.0],
  "de_lowest_kj_mol": 204.0,
  "charge": 2,
  "elements": ["C", "C", "H", "H", "H", "O", "I", "Ru", "P", "C", "C", "H", "H", "H", "H", "H", "H", "C", "H", "H", "H", "P", "C", "C", "H", "H", "H", "C", "H", "H", "H", "H", "H", "H", "Cl", "C", "N", "C", "C", "C", "N", "C", "O", "N", "H", "H", "H", "H", "H", "H", "H"],
  "coordinates": [[0.16, -0.50, -4.43], [0.07, 0.25, -3.13], [0.17, 0.31, -5.18], [-0.71, -1.16, -4.59], [1.08, -1.10, -4.51], [-0.05, 1.49, -3.11], [0.07, -3.88, -2.20], [0.05, -1.07, -1.67], [1.90, 0.30, -0.94], [2.37, 1.44, 0.46], [3.21, -0.96, -0.86], [3.78, -0.93, -1.79], [3.56, 1.83, -1.91], [2.75, -1.95, -0.78], [2.73, 0.85, -3.16], [2.95, 0.93, 1.23], [3.88, -0.79, -0.02], [2.60, 1.41, -2.23], [3.00, 2.27, 0.08], [1.86, 2.21, -2.40], [1.49, 1.89, 0.93], [-1.83, 0.12, -1.27], [-2.12, 1.52, -0.14], [-2.82, 0.71, -2.69], [-2.57, -2.15, -1.05], [-3.94, -0.99, -0.99], [-2.87, -1.20, 0.43], [-2.91, -1.18, -0.67], [-2.93, -0.09, -3.42], [-3.81, 1.04, -2.36], [-2.76, 2.29, -0.61], [-1.18, 2.00, 0.15], [-2.29, 1.55, -3.16], [-2.62, 1.19, 0.78], [0.00, -2.75, 0.29], [-2.23, 0.26, 4.53], [-0.97, 0.12, 3.81], [0.22, 0.38, 4.38], [1.35, 0.01, 3.72], [1.11, -0.64, 2.48], [0.03, -0.49, 1.76], [-1.09, -0.36, 2.49], [-2.26, -0.63, 2.13], [2.11, -1.44, 1.99], [-2.88, 1.00, 4.05], [-1.99, 0.57, 5.56], [-2.78, -0.69, 4.53], [0.18, 0.81, 5.39], [2.35, 0.09, 4.12], [2.82, -1.74, 2.65], [1.76, -2.15, 1.34]],
  "mulliken_charge": [-1.341, 0.708, 0.407, 0.276, 0.288, -0.503, 0.058, -0.027, 1.581, -1.290, -1.510, 0.411, 0.572, 0.403, 0.441, 0.357, 0.386, -1.707, 0.510, 0.430, 0.220, 1.564, -1.272, -1.591, 0.333, 0.466, 0.242, -1.115, 0.393, 0.542, 0.490, 0.270, 0.466, 0.307, -0.429, -0.785, 0.186, -0.011, -0.917, 0.375, 0.241, -0.048, -0.600, -0.060, 0.313, 0.313, 0.341, 0.413, 0.555, 0.287, 0.057]
}

=====

[2]
{
  "formula": "C13H28CuO11",
  "method": "wB97M-V/def2-TZVPD",
  "energy_ev": -81096.11720,
  "max_force_ev_per_a": 1.8,
  "homo_energy_ev": -3.0,
  "de_lowest_kj_mol": 0.0,
  "charge": -1,
  "elements": ["Cu", "C", "C", "O", "H", "H", "H", "H", "H", "C", "C", "O", "H", "H", "H", "H", "H", "C", "O", "C", "O", "O", "C", "H", "H", "H", "H", "H", "H", "C", "O", "C", "O", "O", "C", "H", "H", "H", "H", "H", "H", "C", "O", "C", "O", "O", "C", "H", "H", "H", "H", "H", "H"],
  "coordinates": [[0.58, -0.09, 0.11], [0.77, 1.23, -3.16], [1.90, 1.68, -2.27], [1.69, 1.49, -0.92], [0.62, 0.16, -3.00], [1.02, 1.39, -4.22], [-0.20, 1.68, -2.94], [2.18, 2.75, -2.44], [2.86, 1.18, -2.56], [3.10, -1.98, 3.26], [1.90, -1.73, 2.36], [2.11, -0.62, 1.60], [4.05, -1.98, 2.72], [3.06, -2.88, 3.90], [3.22, -1.18, 4.01], [1.01, -1.65, 3.03], [1.74, -2.63, 1.73], [-4.75, 0.43, -2.10], [-3.62, -0.29, -1.62], [-2.60, 0.36, -1.07], [-1.63, -0.19, -0.66], [-2.81, 1.68, -1.02], [-1.73, 2.47, -0.48], [-5.37, 0.77, -1.27], [-5.27, -0.27, -2.74], [-4.46, 1.27, -2.73], [-0.97, 2.65, -1.24], [-1.13, 2.01, 0.31], [-2.18, 3.42, -0.20], [3.42, -2.26, -2.32], [2.24, -2.59, -3.04], [1.11, -2.65, -2.37], [0.93, -2.29, -1.24], [0.16, -3.17, -3.16], [-1.11, -3.30, -2.52], [4.24, -2.88, -2.66], [3.31, -2.47, -1.25], [3.58, -1.18, -2.36], [-1.05, -4.00, -1.68], [-1.79, -3.72, -3.26], [-1.49, -2.36, -2.11], [-2.90, 2.46, 3.01], [-1.72, 2.63, 3.75], [-0.69, 1.83, 3.45], [-0.64, 1.05, 2.53], [0.33, 2.10, 4.25], [1.48, 1.25, 4.08], [-2.74, 2.32, 1.94], [-3.52, 3.34, 3.16], [-3.51, 1.62, 3.38], [1.73, 1.17, 3.01], [1.25, 0.23, 4.38], [2.29, 1.71, 4.63]],
  "mulliken_charge": [1.314, -0.452, -0.417, -0.756, -0.195, 0.422, 0.023, 0.298, 0.177, -1.239, -0.015, -0.641, 0.294, 0.388, 0.186, 0.096, 0.155, -0.715, -0.318, 0.550, -0.202, -0.421, -0.569, 0.270, 0.266, 0.299, 0.148, 0.051, 0.335, -0.516, -0.377, 0.743, -0.504, -0.376, -0.359, 0.276, 0.247, 0.157, 0.285, 0.249, -0.012, -0.310, -0.372, 0.713, -0.554, -0.359, -0.536, -0.020, 0.266, 0.291, 0.277, 0.221, 0.237]
}